[1]
Entry from the OMol25 dataset: C42H48Cl5N4NdO3PS2 as an isolated structure in a non-equilibrium geometry (the ωB97M-V functional and the def2-TZVPD basis).

Geometry as XYZ:
```
106
C42H48Cl5N4NdO3PS2 (the ωB97M-V functional and the def2-TZVPD basis)
Nd -0.999 -0.879 0.286
O 0.062 -0.453 2.152
C 0.999 0.203 2.756
O 1.274 1.413 2.504
C 1.791 -0.540 3.812
P 2.902 -1.847 3.010
C 2.403 -3.383 3.956
C 1.463 -3.508 4.958
C 1.099 -4.740 5.508
C 1.567 -5.918 4.946
C 2.446 -5.824 3.872
C 2.834 -4.586 3.391
C 4.571 -1.272 3.686
C 5.401 -2.127 4.371
C 6.641 -1.701 4.817
C 7.112 -0.428 4.526
C 6.285 0.426 3.829
C 5.021 0.049 3.418
H 1.136 -1.028 4.528
H 2.411 0.187 4.347
H 1.048 -2.636 5.427
H 0.477 -4.755 6.382
H 1.301 -6.940 5.342
H 2.868 -6.655 3.330
H 3.526 -4.530 2.531
H 5.186 -3.171 4.575
H 7.270 -2.340 5.452
H 8.131 -0.182 4.843
H 6.652 1.440 3.684
H 4.407 0.712 2.826
Cl -4.499 -0.138 -1.539
C -4.618 -1.510 -0.416
C -3.506 -1.763 0.378
C -3.616 -2.880 1.160
Cl -2.193 -3.265 2.079
C -4.772 -3.626 1.271
Cl -4.865 -5.039 2.298
C -5.904 -3.305 0.549
Cl -7.368 -4.162 0.760
C -5.807 -2.240 -0.361
Cl -7.188 -1.922 -1.401
C -4.782 5.315 0.242
C -3.332 5.682 -0.110
C -2.824 6.729 0.939
C -3.238 6.321 -1.467
C -2.586 4.356 -0.003
C -2.308 3.716 1.236
C -1.883 2.425 1.208
N -1.607 1.703 0.095
C -1.768 2.315 -1.069
C -2.257 3.636 -1.148
C -1.334 1.560 -2.280
C -1.019 2.229 -3.477
C -0.589 1.511 -4.560
C -0.384 0.166 -4.372
C -0.573 -0.410 -3.124
N -1.057 0.274 -2.091
C -0.333 2.140 -5.937
C 1.126 1.880 -6.381
C -0.553 3.712 -5.882
C -1.287 1.483 -6.891
H -5.431 6.220 0.185
H -4.772 5.002 1.260
H -5.205 4.535 -0.382
H -3.578 7.475 1.185
H -1.885 7.165 0.648
H -2.730 6.190 1.897
H -3.663 7.331 -1.344
H -3.848 5.834 -2.250
H -2.239 6.424 -1.758
H -2.370 4.206 2.180
H -1.637 1.909 2.174
H -2.317 4.053 -2.150
H -1.227 3.295 -3.556
H 0.024 -0.453 -5.145
H -0.444 -1.458 -2.942
H 1.796 2.344 -5.683
H 1.258 2.311 -7.359
H 1.327 0.810 -6.468
H -0.028 4.155 -5.043
H -1.601 4.039 -5.900
H -0.163 4.158 -6.790
H -1.113 0.388 -6.903
H -1.180 1.813 -7.928
H -2.331 1.573 -6.555
C 1.650 1.725 -0.855
S 2.346 0.174 -0.365
C 3.391 0.022 -1.779
O 1.256 -0.896 -0.532
H 1.351 1.661 -1.920
H 2.373 2.539 -0.612
H 0.772 1.901 -0.213
H 4.051 0.902 -1.666
H 2.720 0.061 -2.620
H 3.939 -0.912 -1.731
C 1.069 -6.645 0.501
N 0.208 -5.755 -0.250
C 0.419 -4.411 -0.278
N 1.469 -3.934 0.434
S -0.692 -3.500 -1.153
H 0.689 -7.646 0.351
H 1.044 -6.430 1.547
H 2.095 -6.534 0.149
H -0.571 -6.106 -0.788
H 1.922 -4.500 1.123
H 1.496 -2.921 0.510
```

Summary:
ΔE to the lowest compared entry with this formula, charge and spin: 1.828 eV
Multiplicity: 4
Kohn-Sham gap (spin up / spin down): 7.6 / 7.6 eV
Charge: +1
Expectation value of S²: 3.753



[2]
Entry from the OMol25 dataset: an isolated ion of composition C6H12NO and charge +1 in a non-equilibrium geometry (the ωB97M-V functional and the def2-TZVPD basis).

Geometry as XYZ:
```
20
C6H12NO (the ωB97M-V functional and the def2-TZVPD basis)
C -1.304 -0.013 0.595
C -0.931 1.732 -1.148
C 0.022 -0.718 0.348
C 1.125 -0.116 -0.467
C 0.272 -1.787 1.396
C 2.457 0.483 -0.421
N -1.685 0.543 -0.714
O 0.367 -0.997 -1.030
H -2.164 -0.763 0.938
H -1.299 0.836 1.409
H -1.061 2.506 -0.327
H -1.229 2.103 -2.166
H 0.491 -1.282 2.308
H 1.152 -2.394 1.071
H -0.631 -2.483 1.517
H 2.533 1.492 -0.968
H 3.076 -0.272 -1.038
H 2.788 0.533 0.593
H -1.298 -0.223 -1.303
H -2.682 0.820 -0.591
```

Summary:
ΔE to the lowest compared entry with this formula, charge and spin: 5.315 eV
Multiplicity: 1
Kohn-Sham gap (spin up / spin down): 9.0 / 6.8 eV
Charge: +1



[3]
Entry from the OMol25 dataset: an isolated ion of composition C5H11N2O and charge +1 in a non-equilibrium geometry (the ωB97M-V functional and the def2-TZVPD basis).

Geometry as XYZ:
```
19
C5H11N2O (the ωB97M-V functional and the def2-TZVPD basis)
C -2.598 -0.627 -0.129
C -0.396 0.373 0.739
C 0.968 0.188 0.104
C 1.685 1.399 -0.306
C 1.441 -1.182 0.025
N -2.848 0.417 -0.796
N -1.360 -0.743 0.572
O -0.876 1.711 0.497
H -3.304 -1.491 0.053
H -0.242 0.136 1.836
H 0.920 2.017 -0.623
H 2.390 1.319 -1.080
H 1.993 1.989 0.603
H 2.003 -1.568 -0.910
H 0.613 -1.939 0.166
H 2.295 -1.093 0.708
H -3.753 0.329 -1.290
H -1.166 -1.415 1.305
H -1.790 1.722 0.038
```

Summary:
ΔE to the lowest compared entry with this formula, charge and spin: 4.214 eV
Multiplicity: 1
Kohn-Sham gap: 7.5 eV
Charge: +1



[4]
Entry from the OMol25 dataset: C20H11F9N4O7PdS2 as an isolated structure (the ωB97M-V functional and the def2-TZVPD basis).

Geometry as XYZ:
```
54
C20H11F9N4O7PdS2 (the ωB97M-V functional and the def2-TZVPD basis)
Pd 0.300 0.060 0.717
O -3.285 5.694 -1.155
C -3.823 4.584 -0.993
O -5.027 4.260 -1.019
C -2.855 3.441 -0.582
C -3.343 2.175 -0.285
C -2.473 1.168 0.091
N -1.159 1.381 0.169
C -0.663 2.592 -0.129
C -1.481 3.640 -0.501
C 0.845 2.707 -0.032
O 1.408 3.757 -0.267
O 1.446 1.613 0.333
H -4.408 2.002 -0.354
H -2.807 0.169 0.334
H -1.054 4.606 -0.731
N 1.151 -5.842 5.518
C 0.536 -5.126 4.475
C -0.784 -5.392 4.121
C -1.377 -4.707 3.072
C -0.650 -3.762 2.367
C 0.665 -3.485 2.712
C 1.255 -4.170 3.758
S -1.393 -2.857 1.035
O -0.669 -3.126 -0.172
O -2.801 -3.192 1.081
N -1.168 -1.303 1.403
C -1.807 -0.798 2.518
S -3.223 -1.500 3.291
C -3.212 -0.209 4.433
C -2.202 0.644 4.148
N -1.409 0.307 3.087
H 0.504 -6.140 6.232
H 1.930 -5.349 5.928
H -1.350 -6.134 4.675
H -2.407 -4.890 2.798
H 1.214 -2.723 2.169
H 2.284 -3.956 4.024
H -3.947 -0.141 5.218
H -1.978 1.550 4.694
F 3.335 -3.364 1.633
C 3.986 -2.397 0.979
F 4.700 -1.726 1.899
F 4.872 -3.014 0.170
C 2.998 -1.439 0.223
O 1.983 -1.165 1.052
C 3.834 -0.177 -0.209
F 3.260 0.463 -1.230
F 3.983 0.665 0.805
F 5.087 -0.507 -0.625
C 2.531 -2.174 -1.082
F 2.215 -3.449 -0.821
F 1.465 -1.582 -1.610
F 3.486 -2.204 -2.044
```

Summary:
ΔE to the lowest compared entry with this formula, charge and spin: 0.105 eV
Multiplicity: 1
Kohn-Sham gap: 7.4 eV
Charge: -2